C19H36BeF3NO20 | ωB97M-V with the def2-TZVPD basis set

Results
2S+1: 1
F_max (eV/Å): 2.6
Total energy (a.u.): -2619.35414
Frontier orbital gap (eV): 8.8
Energy above the lowest of the compared OMol25 structures with the same formula, charge and spin (kcal per mole): 0.0
HOMO energy (eV): -8.262
LUMO (eV): 0.512

Positions of all 80 atoms, in Å:
Be (0.562, 0.392, 0.117)
N (2.975, 1.557, 0.560)
O (2.920, 0.512, -0.125)
O (1.857, 2.072, 0.843)
O (4.042, 2.033, 0.918)
C (-2.597, -1.502, -0.161)
O (-2.528, -2.054, -1.507)
O (-1.500, -0.779, -0.004)
C (-3.915, -0.757, 0.074)
F (-4.048, 0.381, -0.612)
F (-4.957, -1.555, -0.269)
F (-4.111, -0.460, 1.374)
C (-3.168, -3.293, -1.719)
C (-3.204, -3.670, -3.188)
H (-3.730, -2.911, -3.771)
H (-2.221, -3.826, -3.633)
H (-3.791, -4.585, -3.287)
H (-4.193, -3.346, -1.347)
H (-2.638, -4.094, -1.182)
H (-2.605, -2.381, 0.513)
C (-1.288, -0.429, -3.436)
O (-0.215, 0.223, -4.126)
C (0.926, 0.334, -3.503)
O (1.119, 0.138, -2.323)
O (1.870, 0.665, -4.372)
C (3.177, 0.880, -3.881)
H (-1.003, -1.465, -3.282)
H (-2.198, -0.394, -4.028)
H (-1.518, 0.060, -2.491)
H (3.699, -0.069, -3.735)
H (3.227, 1.449, -2.955)
H (3.792, 1.362, -4.639)
C (-3.076, 2.754, -1.676)
O (-2.002, 3.638, -1.919)
C (-0.797, 3.305, -1.502)
O (-0.475, 2.306, -0.905)
O (0.002, 4.327, -1.756)
C (1.349, 4.245, -1.286)
H (-3.960, 3.294, -1.337)
H (-2.851, 2.018, -0.911)
H (-3.350, 2.261, -2.610)
H (1.347, 4.037, -0.218)
H (1.808, 5.209, -1.479)
H (1.882, 3.449, -1.808)
C (2.666, 0.045, 5.627)
O (1.854, 0.099, 4.453)
C (2.270, -0.381, 3.284)
O (1.551, -0.349, 2.325)
O (3.517, -0.833, 3.360)
C (4.051, -1.379, 2.150)
H (3.688, 0.374, 5.466)
H (2.554, -0.966, 6.016)
H (2.234, 0.730, 6.355)
H (4.967, -1.906, 2.423)
H (4.422, -0.621, 1.463)
H (3.342, -2.059, 1.693)
C (-0.883, 1.862, 4.582)
O (-1.747, 2.303, 3.553)
C (-1.401, 2.142, 2.290)
O (-0.398, 1.594, 1.920)
O (-2.256, 2.752, 1.473)
C (-3.583, 3.035, 1.898)
H (-0.015, 2.522, 4.628)
H (-0.547, 0.836, 4.439)
H (-1.342, 1.899, 5.567)
H (-4.135, 2.116, 2.091)
H (-4.038, 3.574, 1.071)
H (-3.647, 3.688, 2.769)
C (3.804, -2.204, -1.400)
O (3.016, -3.255, -0.859)
C (1.847, -2.988, -0.300)
O (1.377, -1.893, -0.142)
O (1.234, -4.143, -0.077)
C (0.013, -4.051, 0.658)
H (3.159, -1.537, -1.974)
H (4.557, -2.627, -2.059)
H (4.289, -1.616, -0.625)
H (-0.153, -3.100, 1.163)
H (-0.048, -4.900, 1.332)
H (-0.834, -4.097, -0.031)